Entry 1:
{"formula": "C41H37N5O8PdS2", "method": "wB97M-V/def2-TZVPD", "elements": ["Pd", "O", "S", "O", "N", "C", "C", "C", "C", "C", "C", "C", "C", "N", "C", "C", "C", "C", "C", "C", "C", "H", "H", "H", "H", "H", "H", "H", "H", "H", "H", "H", "C", "N", "N", "C", "O", "C", "C", "C", "C", "C", "C", "C", "C", "C", "H", "H", "H", "H", "H", "H", "H", "H", "H", "H", "H", "H", "C", "C", "C", "C", "C", "C", "C", "S", "C", "O", "H", "H", "H", "H", "H", "H", "H", "H", "H", "H", "O", "C", "O", "C", "C", "C", "C", "C", "C", "N", "O", "O", "H", "H", "H", "H"], "positions_angstrom": [[0.2139, -0.6787, -0.1860], [0.4303, -2.5150, 2.4937], [1.2220, -1.3732, 2.8751], [2.2488, -1.6088, 3.8756], [1.7488, -0.6696, 1.5429], [2.6960, 0.3233, 1.5501], [3.5605, 0.6604, 2.5857], [4.4620, 1.7345, 2.4782], [4.5508, 2.5002, 1.3502], [3.7149, 2.1867, 0.2528], [3.7204, 2.9419, -0.9422], [2.8852, 2.6069, -1.9657], [2.0302, 1.4994, -1.8002], [1.9902, 0.7905, -0.7005], [2.8078, 1.1071, 0.3359], [0.1195, -0.1572, 3.5690], [0.4799, 0.5627, 4.6975], [-0.3507, 1.5835, 5.1497], [-1.5175, 1.8867, 4.4667], [-1.8717, 1.1637, 3.3321], [-1.0578, 0.1354, 2.8869], [3.5358, 0.0811, 3.4951], [5.0965, 1.9549, 3.3298], [5.2305, 3.3412, 1.2815], [4.3898, 3.7919, -1.0184], [2.8581, 3.1685, -2.8900], [1.3566, 1.2010, -2.5969], [1.3973, 0.3129, 5.2135], [-0.0686, 2.1603, 6.0225], [-2.1383, 2.7119, 4.7947], [-2.7484, 1.4384, 2.7592], [-1.2946, -0.4238, 1.9893], [-0.7076, -4.3404, -3.8387], [0.6058, -3.6898, -3.9323], [0.6998, -2.7193, -4.9454], [1.4485, -1.6074, -4.4700], [1.8178, -0.6890, -5.1825], [1.6611, -1.8895, -3.0724], [1.1049, -3.0853, -2.7868], [0.9345, -3.7476, -1.4670], [0.7217, -3.1416, -6.2805], [0.9421, -4.4778, -6.6143], [0.9352, -4.8717, -7.9440], [0.7232, -3.9461, -8.9545], [0.5142, -2.6143, -8.6172], [0.5040, -2.2059, -7.2943], [-0.9977, -4.6793, -4.8310], [-1.4547, -3.6681, -3.4137], [-0.6016, -5.2131, -3.1964], [2.1391, -1.2305, -2.3680], [1.5092, -3.2195, -0.7085], [1.2453, -4.7941, -1.5073], [-0.1174, -3.6912, -1.1740], [1.1312, -5.1950, -5.8279], [1.1062, -5.9136, -8.1876], [0.7197, -4.2567, -9.9917], [0.3457, -1.8791, -9.3946], [0.3430, -1.1727, -7.0262], [-1.2437, 2.6437, -6.1417], [-1.4208, 1.7617, -4.9347], [-1.3054, 2.2854, -3.6463], [-1.3863, 1.4726, -2.5280], [-1.6084, 0.1100, -2.6957], [-1.7565, -0.4249, -3.9624], [-1.6547, 0.4016, -5.0754], [-1.5982, -0.9906, -1.2624], [-3.0860, -0.3435, -0.4975], [-2.0167, -2.3216, -1.8301], [-1.6039, 3.6558, -5.9509], [-1.7790, 2.2462, -7.0056], [-0.1855, 2.7094, -6.4078], [-1.1509, 3.3505, -3.5099], [-1.3067, 1.9025, -1.5339], [-1.9385, -1.4858, -4.0694], [-1.7559, -0.0249, -6.0687], [-3.9062, -0.4391, -1.2099], [-2.9280, 0.6994, -0.2109], [-3.2596, -0.9618, 0.3833], [-3.1535, 4.8723, 0.6099], [-2.3776, 3.9049, 0.6936], [-2.4698, 2.7655, 0.1772], [-1.1008, 4.1363, 1.5277], [-0.0465, 3.2265, 1.5047], [1.0863, 3.4275, 2.2860], [1.1778, 4.5351, 3.1099], [0.1193, 5.4307, 3.1232], [-1.0104, 5.2567, 2.3411], [0.2063, 6.6028, 4.0020], [1.2148, 6.7474, 4.6773], [-0.7290, 7.3826, 4.0267], [-0.1409, 2.3421, 0.8805], [1.8905, 2.7072, 2.2798], [2.0396, 4.7030, 3.7384], [-1.8276, 5.9629, 2.3477]], "forces_ev_per_angstrom": [[0.0, 0.2, 0.0], [0.0, 0.0, 0.0], [0.1, -0.1, 0.0], [0.0, 0.0, 0.0], [0.0, -0.1, 0.0], [0.0, -0.1, 0.0], [0.0, 0.0, 0.0], [0.0, 0.0, 0.0], [0.0, 0.0, 0.0], [0.0, 0.0, 0.0], [0.0, 0.0, 0.0], [0.0, 0.0, 0.0], [0.0, 0.0, 0.0], [0.1, 0.0, 0.0], [0.0, 0.0, 0.0], [0.0, 0.1, 0.0], [0.0, 0.0, 0.0], [0.1, 0.0, 0.0], [0.0, 0.0, 0.0], [0.0, 0.0, 0.0], [0.0, 0.0, 0.1], [0.0, 0.0, 0.0], [0.0, 0.0, 0.0], [0.0, 0.0, 0.0], [0.0, 0.0, 0.0], [0.0, 0.0, 0.0], [0.0, 0.0, 0.0], [0.0, 0.0, 0.0], [0.0, 0.0, 0.0], [0.0, 0.0, 0.0], [0.0, 0.0, 0.0], [0.0, 0.0, 0.0], [0.1, 0.0, 0.0], [0.0, 0.0, 0.0], [0.0, 0.0, 0.0], [0.0, 0.0, 0.0], [0.0, 0.0, 0.0], [0.0, 0.0, 0.0], [0.0, 0.0, 0.0], [0.0, 0.0, 0.0], [0.0, 0.0, 0.0], [0.0, 0.0, 0.0], [0.0, 0.0, 0.0], [0.0, 0.0, 0.0], [0.0, 0.0, 0.0], [0.0, 0.0, 0.0], [0.0, 0.0, 0.0], [0.0, 0.0, 0.0], [0.0, 0.0, 0.0], [0.0, 0.0, 0.0], [0.0, 0.0, 0.0], [0.0, 0.0, 0.0], [0.0, 0.0, 0.0], [0.0, 0.0, 0.0], [0.0, 0.0, 0.0], [0.0, 0.0, 0.0], [0.0, 0.0, 0.0], [0.0, 0.0, 0.0], [0.0, 0.0, 0.0], [0.0, 0.0, 0.0], [0.0, 0.0, 0.0], [0.0, 0.0, 0.0], [0.0, 0.0, 0.0], [0.0, 0.0, 0.0], [0.0, 0.0, 0.0], [0.0, -0.1, -0.1], [0.0, 0.1, 0.0], [0.0, 0.1, 0.0], [0.0, 0.0, 0.0], [0.0, 0.0, 0.0], [0.0, 0.0, 0.0], [0.0, 0.0, 0.0], [0.0, 0.0, 0.0], [0.0, 0.0, 0.0], [0.0, 0.0, 0.0], [0.0, 0.0, 0.0], [0.0, 0.0, 0.0], [0.0, 0.0, 0.0], [-0.1, 0.0, 0.1], [0.1, 0.0, -0.2], [-0.1, 0.0, 0.1], [0.0, 0.0, 0.0], [0.0, 0.0, 0.0], [0.0, 0.0, 0.0], [0.0, 0.0, 0.0], [0.0, 0.0, 0.0], [0.0, 0.0, 0.0], [0.0, 0.0, 0.0], [0.0, 0.0, 0.0], [0.0, 0.0, 0.0], [0.0, 0.0, 0.0], [0.0, 0.0, 0.0], [0.0, 0.0, 0.0], [0.0, 0.0, 0.0]], "gap_ev": 5.73, "homo_energy_ev": -1.93, "charge": -2, "mol_weight_g_mol": 898.33, "fmax_ev_per_a": 0.257}

=====

Entry 2:
{"formula": "C41H38As2ClIN2Ru", "method": "wB97M-V/def2-TZVPD", "elements": ["Ru", "C", "C", "As", "C", "C", "C", "C", "C", "C", "C", "C", "C", "C", "C", "C", "As", "C", "C", "C", "C", "C", "C", "C", "C", "C", "C", "C", "C", "H", "H", "H", "H", "H", "H", "H", "H", "H", "H", "H", "H", "H", "H", "H", "H", "H", "H", "H", "H", "H", "H", "H", "H", "Cl", "C", "C", "C", "C", "C", "C", "C", "H", "H", "H", "H", "H", "H", "N", "C", "N", "C", "C", "C", "C", "C", "C", "H", "H", "H", "H", "H", "H", "I", "C", "H", "H"], "positions_angstrom": [[0.1861, -0.2449, 0.7012], [-2.0480, 2.3910, 0.3115], [-1.8691, 2.0643, -1.1793], [-3.0061, 0.6313, -1.9506], [-4.7199, 1.5453, -1.8740], [-4.8736, 2.9012, -2.1584], [-6.1217, 3.4986, -2.0720], [-7.2300, 2.7431, -1.7091], [-7.0877, 1.3918, -1.4352], [-5.8349, 0.7959, -1.5140], [-2.5097, 0.9885, -3.8065], [-3.3917, 1.4998, -4.7544], [-2.9753, 1.7027, -6.0638], [-1.6756, 1.3985, -6.4416], [-0.7942, 0.8713, -5.5090], [-1.2189, 0.6588, -4.2051], [-1.6775, 0.9147, 1.5552], [-1.3001, 1.7541, 3.2608], [-1.4917, 1.0124, 4.4236], [-1.1558, 1.5480, 5.6581], [-0.6313, 2.8307, 5.7405], [-0.4462, 3.5763, 4.5857], [-0.7765, 3.0400, 3.3476], [-3.3590, 0.0462, 1.9306], [-4.5725, 0.6931, 1.7308], [-5.7567, 0.0702, 2.1005], [-5.7357, -1.1965, 2.6647], [-4.5252, -1.8416, 2.8728], [-3.3404, -1.2200, 2.5105], [-3.0489, 2.7855, 0.4830], [-1.3518, 3.1828, 0.5905], [-0.8326, 1.7992, -1.3977], [-2.0582, 2.9747, -1.7513], [-4.0202, 3.4977, -2.4605], [-6.2330, 4.5515, -2.2963], [-8.2048, 3.2090, -1.6485], [-7.9514, 0.7989, -1.1631], [-5.7264, -0.2611, -1.3014], [-4.4097, 1.7406, -4.4765], [-3.6715, 2.0990, -6.7914], [-1.3546, 1.5570, -7.4627], [0.2150, 0.6076, -5.8005], [-0.5347, 0.2001, -3.5029], [-1.9185, 0.0176, 4.3762], [-1.3124, 0.9654, 6.5563], [-0.3775, 3.2518, 6.7042], [-0.0558, 4.5840, 4.6476], [-0.6285, 3.6418, 2.4596], [-4.6169, 1.6849, 1.3025], [-6.6972, 0.5810, 1.9467], [-6.6618, -1.6781, 2.9493], [-4.4996, -2.8254, 3.3227], [-2.4003, -1.7263, 2.6890], [2.9705, -3.8449, -3.7233], [1.8683, -3.3907, -2.4670], [0.5030, -3.3559, -2.7366], [-0.3736, -2.9543, -1.7511], [0.0792, -2.6149, -0.4671], [-0.8472, -2.0690, 0.5509], [1.4585, -2.6892, -0.2174], [2.3530, -3.0658, -1.2158], [0.1448, -3.6242, -3.7211], [-1.4333, -2.8951, -1.9676], [-0.8285, -2.6450, 1.4789], [-1.8723, -2.0143, 0.1884], [1.8365, -2.5154, 0.7837], [3.4137, -3.1268, -1.0148], [2.6731, 3.2469, 1.4653], [1.9960, 2.1004, 1.6619], [1.6610, 1.4997, 0.5406], [2.1754, 2.3178, -0.4740], [2.1858, 2.1592, -1.8582], [2.7932, 3.1387, -2.6142], [3.4021, 4.2563, -2.0210], [3.4279, 4.4149, -0.6520], [2.8070, 3.4227, 0.0995], [3.0367, 3.8400, 2.1915], [1.7507, 1.7481, 2.6499], [1.7438, 1.2974, -2.3315], [2.8096, 3.0387, -3.6911], [3.8715, 4.9992, -2.6511], [3.9133, 5.2626, -0.1875], [-0.4951, -3.7639, 3.7978], [0.7872, -0.6195, 2.3425], [1.8365, -0.9423, 2.4250], [0.2572, -0.5929, 3.2964]], "forces_ev_per_angstrom": [[0.5, -0.7, 0.5], [-0.2, -0.1, -0.1], [0.0, 0.2, 0.2], [0.1, -0.1, 0.1], [0.0, 0.0, 0.1], [0.0, 0.0, 0.1], [0.0, 0.0, 0.0], [0.0, 0.0, 0.0], [0.0, 0.0, 0.0], [0.0, 0.0, 0.0], [-0.1, 0.0, 0.0], [0.0, 0.0, 0.1], [0.0, 0.0, 0.0], [0.0, 0.0, 0.0], [0.0, 0.0, 0.0], [0.1, 0.0, -0.1], [0.1, 0.2, -0.4], [-0.1, 0.1, 0.0], [0.0, 0.0, 0.0], [0.0, 0.0, 0.0], [0.0, 0.0, 0.0], [0.0, 0.0, 0.0], [0.0, 0.0, 0.0], [0.0, -0.1, 0.0], [0.0, 0.0, 0.1], [0.0, 0.0, 0.0], [0.0, 0.0, 0.0], [0.0, 0.0, 0.0], [0.0, 0.0, -0.1], [0.0, 0.0, 0.1], [0.0, 0.0, 0.0], [0.1, -0.1, 0.0], [0.0, 0.0, 0.0], [0.0, 0.0, 0.0], [0.0, 0.0, 0.0], [0.0, 0.0, 0.0], [0.0, 0.0, 0.0], [0.0, 0.0, 0.0], [0.0, 0.0, 0.0], [0.0, 0.0, 0.0], [0.0, 0.0, 0.0], [0.0, 0.0, 0.0], [0.1, 0.0, 0.1], [0.0, 0.0, 0.0], [0.0, 0.0, 0.0], [0.0, 0.0, 0.0], [0.0, 0.0, 0.0], [0.0, 0.0, 0.0], [0.0, 0.0, 0.0], [0.0, 0.0, 0.0], [0.0, 0.0, 0.0], [0.0, 0.0, 0.0], [0.0, 0.0, 0.0], [0.0, 0.0, 0.0], [0.1, 0.0, 0.0], [0.0, 0.1, 0.0], [0.0, 0.2, -0.1], [-0.1, 0.2, -0.1], [0.0, 0.1, -0.2], [0.0, 0.1, 0.0], [0.0, 0.0, 0.0], [0.0, 0.0, 0.0], [0.0, 0.0, 0.0], [0.0, 0.0, 0.0], [-0.1, 0.0, 0.0], [0.0, 0.0, 0.0], [0.0, 0.0, 0.0], [0.0, 0.0, 0.0], [0.0, 0.0, 0.0], [-0.3, 0.2, 0.0], [0.0, -0.1, 0.0], [-0.1, 0.1, 0.0], [0.0, 0.0, 0.0], [0.0, 0.0, 0.0], [0.0, 0.0, 0.0], [0.0, 0.0, 0.0], [0.0, 0.0, 0.0], [0.0, 0.0, 0.0], [-0.1, -0.2, 0.0], [0.0, 0.0, 0.0], [0.0, 0.0, 0.0], [0.0, 0.0, 0.0], [0.0, -0.1, 0.0], [-0.2, 0.1, -0.1], [0.0, 0.0, 0.0], [0.0, 0.0, 0.0]], "gap_ev": [7.86, 5.19], "homo_energy_ev": [-10.70, -10.70], "charge": 1, "spin_multiplicity": 2, "mol_weight_g_mol": 972.04, "fmax_ev_per_a": 0.977}

=====

> The highest charge belongs to which entry?

C41H38As2ClIN2Ru